This record from the OMol25 dataset describes an isolated molecule of C3H11N2O2P at a distorted geometry. The level of theory is ωB97M-V/def2-TZVPD.

```
! wB97M-V def2-TZVPD RIJCOSX def2/J DEFGRID3
* xyz 0 1
C -1.188 -1.166 -0.585
C -1.067 0.295 -0.589
C -2.218 0.994 0.080
O 0.138 0.775 0.125
P 1.556 0.027 -0.146
N 2.658 1.225 0.373
N 1.942 -1.211 0.883
O 1.708 -0.414 -1.480
H -1.224 -1.746 0.392
H -2.122 -1.395 -1.045
H -0.354 -1.476 -1.181
H -0.981 0.771 -1.663
H -2.170 0.673 1.117
H -3.006 0.464 -0.214
H -2.379 2.082 0.057
H 2.257 2.151 0.380
H 3.334 0.784 1.043
H 1.934 -1.003 1.945
H 1.179 -1.829 0.508
*
```

Results
ΔE to the lowest compared entry with this formula, charge and spin (eV): 0.637
SMILES: CC(C)OP(N)(N)=O
E_tot (a.u.): -722.3038